1.
C5H8O3 | ωB97M-V with the def2-TZVPD basis set

CARTESIAN COORDINATES (ANGSTROEM)
C 0.9182 1.8172 0.4027
C -0.0831 0.7642 0.0021
O -1.2471 0.7696 0.8667
C -1.6562 -0.4748 1.1603
O -2.5885 -0.9839 0.5240
O -0.5706 -1.2084 1.2875
C 0.4251 -0.6781 0.0835
C 0.1976 -1.4892 -1.1344
H 1.3341 1.6014 1.3957
H 1.7392 1.8169 -0.3279
H 0.4505 2.8096 0.4169
H -0.4693 0.9875 -1.0049
H 1.4142 -0.7787 0.5478
H -1.0514 -1.6981 -1.0217
H 0.8323 -2.3816 -1.1682
H 0.3550 -0.8736 -2.0303

relative energy (zero: lowest compared OMol25 entry of this formula, charge and spin) = 60.02 kcal per mole
net charge = 0
HOMO = -10.08 eV
Kohn-Sham gap = 10.2 eV
E = -11454.916 eV
structure (SMILES) = C[C@@H]1OC(=O)O[C@H]1C
lowest unoccupied orbital energy = 0.091 eV

***

2.
C5H8O3 | ωB97M-V with the def2-TZVPD basis set

CARTESIAN COORDINATES (ANGSTROEM)
C 1.1367 -0.9871 -2.3183
O 1.0060 0.0982 -1.4560
C 0.7992 -0.3132 -0.1545
C -0.6251 -0.2302 0.2806
O -1.6320 -0.3048 1.3080
C -1.5461 1.0777 1.8179
O -0.4150 1.7653 1.1832
C 0.3820 0.6155 0.9416
H 2.0568 -1.5662 -2.0714
H 0.2625 -1.6473 -2.4092
H 1.2377 -0.5287 -3.3190
H 1.4841 -0.9874 0.3037
H -1.1220 0.2066 -0.6395
H -2.5378 1.4733 1.6530
H -1.2956 1.0253 2.9155
H 0.8086 0.3030 1.9645

relative energy (zero: lowest compared OMol25 entry of this formula, charge and spin) = 151.56 kcal per mole
net charge = 0
HOMO = -8.93 eV
Kohn-Sham gap = 9.9 eV
E = -11450.947 eV
structure (SMILES) = COC1[C@H]2OCO[C@H]12
lowest unoccupied orbital energy = 0.945 eV

***

3.
C5H8O3 | ωB97M-V with the def2-TZVPD basis set

CARTESIAN COORDINATES (ANGSTROEM)
O 2.4704 0.0695 -0.3460
C 1.2308 0.1463 0.4134
C 0.3873 1.1883 -0.3760
O -0.8771 1.4370 0.2547
C -1.9270 0.4799 0.1325
C -1.7039 -0.7761 -0.2847
O -0.4904 -1.3245 -0.4560
C 0.3987 -1.1668 0.5774
H 2.9208 -0.6691 0.0445
H 1.4131 0.5737 1.4435
H 0.2425 0.8601 -1.4114
H 0.8319 2.1850 -0.4160
H -2.8600 0.8495 0.4295
H -2.5467 -1.3788 -0.5435
H 1.0243 -2.0183 0.5016
H -0.1637 -1.0882 1.5539

relative energy (zero: lowest compared OMol25 entry of this formula, charge and spin) = 59.21 kcal per mole
net charge = 0
HOMO = -8.50 eV
Kohn-Sham gap = 9.3 eV
E = -11454.952 eV
structure (SMILES) = OC1COC=COC1
lowest unoccupied orbital energy = 0.836 eV

***

4.
C5H8O3 | ωB97M-V with the def2-TZVPD basis set

CARTESIAN COORDINATES (ANGSTROEM)
O -0.4353 -1.1095 1.7257
C -0.0797 -0.1003 0.9296
C 1.4147 0.1387 0.7323
O 1.5799 0.7280 -0.4917
C 0.5158 0.3034 -1.3461
C -0.6001 -0.0321 -0.4711
O -1.5085 -0.9964 -0.8725
C -1.0326 0.9954 0.4882
H -1.0502 -1.7335 1.2782
H 1.8455 0.8086 1.4876
H 1.8798 -0.8215 0.8215
H 0.7869 -0.5727 -2.0624
H 0.3723 1.1804 -2.0834
H -0.9555 -1.7375 -1.2581
H -0.6473 1.9825 0.3230
H -2.0857 0.9664 0.7994

relative energy (zero: lowest compared OMol25 entry of this formula, charge and spin) = 55.91 kcal per mole
net charge = 0
HOMO = -9.22 eV
Kohn-Sham gap = 9.8 eV
E = -11455.094 eV
structure (SMILES) = O[C@@]12COC[C@]1(O)C2
lowest unoccupied orbital energy = 0.552 eV

***

5.
C5H8O3 | ωB97M-V with the def2-TZVPD basis set

CARTESIAN COORDINATES (ANGSTROEM)
C 0.9371 -0.4102 1.5073
C 0.0444 0.1665 0.1432
C -1.3966 0.0016 0.3720
C 0.9834 0.0232 -1.7665
C 1.0998 1.2605 -1.5941
H -0.1374 -1.2481 2.0201
H 1.0888 0.5874 2.2139
H 1.9371 -1.1001 0.8274
H -1.8873 1.0629 0.7335
H -2.0188 -0.2699 -0.5242
H -2.4051 -1.2833 0.8749
H 0.8274 -0.3388 -2.8444
H 1.4550 2.0212 -2.1690
O -1.5283 -1.1088 1.3563
O 0.4809 -0.7727 -0.8856
O 0.5197 1.4086 -0.2645

relative energy (zero: lowest compared OMol25 entry of this formula, charge and spin) = 175.91 kcal per mole
net charge = 0
HOMO = -8.17 eV
Kohn-Sham gap = 8.7 eV
E = -11449.891 eV
lowest unoccupied orbital energy = 0.571 eV

***

6.
C5H8O3 | ωB97M-V with the def2-TZVPD basis set

CARTESIAN COORDINATES (ANGSTROEM)
C 0.7208 0.2319 -1.4710
C 0.6479 -1.2317 -0.8690
C -0.2045 -0.9325 0.4395
O -0.7601 -1.0879 1.7094
C -1.2073 0.5280 1.4804
C -0.1552 1.1749 0.3675
O -0.2709 1.0557 -0.8827
O 0.8183 0.2276 0.9100
H 1.8474 0.6635 -1.2742
H 0.6553 0.1284 -2.6614
H 0.3338 -2.3410 -1.3630
H 1.6800 -1.0604 -0.3806
H -1.1375 -0.6616 -0.0790
H -1.1599 0.9500 2.4113
H -2.1553 0.1392 1.0888
H 0.3471 2.2158 0.5739

relative energy (zero: lowest compared OMol25 entry of this formula, charge and spin) = 218.30 kcal per mole
net charge = 0
HOMO = -9.55 eV
Kohn-Sham gap = 10.5 eV
E = -11448.053 eV
structure (SMILES) = C1C[C@H]2OC[C@H](O1)O2
lowest unoccupied orbital energy = 0.980 eV

***

7.
C5H8O3S2 | ωB97M-V with the def2-TZVPD basis set

CARTESIAN COORDINATES (ANGSTROEM)
C 0.3172 0.7571 1.2980
C 0.7844 -0.6072 0.8683
C -0.9429 0.6060 -1.2915
C 1.3034 -1.4057 2.0345
C -0.1042 0.1117 -2.3896
O 0.1742 1.1213 2.4535
O -1.6181 2.3844 0.3846
O -2.1942 0.8661 -1.5849
S -0.8649 -1.2431 0.4268
S -0.3408 1.8752 -0.0787
H 1.4221 -0.6977 0.0579
H 0.3912 -1.6492 2.7548
H 2.1924 -0.9031 2.3911
H 1.5698 -2.4219 1.5191
H 0.9765 -0.0301 -1.9724
H -0.0008 0.8466 -3.2648
H -0.3607 -0.9913 -2.7162
H -2.7047 1.3809 -0.8907

relative energy (zero: lowest compared OMol25 entry of this formula, charge and spin) = 23.30 kcal per mole
net charge = 0
HOMO (alpha / beta) = -8.82 / -8.82 eV
Kohn-Sham gap (alpha / beta) = 8.1 / 8.1 eV
E = -33124.261 eV
lowest unoccupied orbital energy (alpha / beta) = -0.745 / -0.746 eV

***

8.
C5H8O4 | ωB97M-V with the def2-TZVPD basis set

CARTESIAN COORDINATES (ANGSTROEM)
C -2.1490 0.3124 -0.6612
C -1.7983 1.4382 -1.7327
O -0.6200 1.4462 -2.0989
O -2.7871 2.0984 -1.9401
H -1.5802 -0.5892 -0.5175
H -3.0636 -0.1050 -1.0674
H -2.6142 0.7298 0.1609
C 1.7646 -0.0678 0.7519
C 1.1846 -0.9783 -0.2377
C 1.4932 -0.4914 2.2907
O 1.5885 -1.7223 2.4658
O 1.3111 0.4966 3.0028
H 2.8948 0.1040 0.7444
H 1.4267 1.0131 0.6140
H 1.5388 -1.9802 -0.2143
H 1.3385 -0.6602 -1.3118
H 0.0716 -1.0444 -0.2488

relative energy (zero: lowest compared OMol25 entry of this formula, charge and spin) = 32.01 kcal per mole
net charge = -2
HOMO = -0.90 eV
Kohn-Sham gap = 7.5 eV
E = -13504.326 eV
lowest unoccupied orbital energy = 6.650 eV

***

9.
C5H8O4 | ωB97M-V with the def2-TZVPD basis set

CARTESIAN COORDINATES (ANGSTROEM)
C -0.7158 -2.1667 0.3427
O 0.2963 -1.1774 0.5684
C 0.0048 0.1101 0.2289
C 0.9164 1.0299 0.5609
O 2.2670 0.5171 0.4115
C 2.3005 -0.1968 -0.6324
O 1.5811 -0.4366 -1.5443
O -1.3118 0.4177 0.1115
C -1.6329 1.7553 -0.1997
H -0.9031 -2.4928 -0.6500
H -1.5947 -1.8109 0.7527
H -0.2533 -2.9428 0.9216
H 0.8223 2.0331 0.4131
H 3.3195 -0.7134 -0.5065
H -1.5052 2.4375 0.6740
H -2.6955 1.6927 -0.4664
H -0.8955 1.9440 -0.9860

relative energy (zero: lowest compared OMol25 entry of this formula, charge and spin) = 89.03 kcal per mole
net charge = 0
HOMO = -8.62 eV
Kohn-Sham gap = 9.5 eV
E = -13501.222 eV
structure (SMILES) = COC(=COC=O)OC
lowest unoccupied orbital energy = 0.857 eV

***

10.
C5H8O4Pb | ωB97M-V with the def2-TZVPD basis set

CARTESIAN COORDINATES (ANGSTROEM)
O -0.1483 0.8050 1.7038
C -2.9538 0.1497 0.3613
O -3.9999 -0.2480 0.7829
C 0.8503 -0.4736 -2.3328
O -0.3591 0.0722 -1.9397
C 1.9736 -0.0598 -1.3870
O 1.5153 -0.3222 -0.0656
C 2.1121 0.4330 0.9820
C 1.1163 0.4465 2.1376
Pb -0.7149 0.0016 -0.0075
H 1.1528 -0.1584 -3.3530
H 0.8146 -1.5860 -2.3554
H 2.1654 1.0225 -1.4856
H 2.9115 -0.6044 -1.5842
H 2.2839 1.4623 0.6227
H 3.0817 -0.0060 1.2696
H 1.5173 1.1390 2.9057
H 1.1165 -0.5644 2.6013

net charge = -1
HOMO (alpha / beta) = -0.43 / -2.06 eV
Kohn-Sham gap (alpha / beta) = 4.0 / 5.6 eV
<S²> = 0.782
E = -18747.530 eV
lowest unoccupied orbital energy (alpha / beta) = 3.561 / 3.547 eV
2S+1 = 2

***

11.
C5H8O5Rb | ωB97M-V with the def2-TZVPD basis set

CARTESIAN COORDINATES (ANGSTROEM)
O -1.6414 0.7322 1.0036
C -1.7198 0.9683 -0.3563
C -1.6681 -0.6735 1.2761
O -2.1049 2.0701 -0.7127
O -2.0916 -0.1784 -0.9715
C -2.2122 -1.2484 -0.0346
H -2.3369 -0.8536 2.1252
H -0.6357 -0.9820 1.5056
H -1.6034 -2.0837 -0.3979
H -3.2724 -1.5200 0.0393
O 2.8707 0.4765 1.0635
O 0.7501 1.1529 -0.9036
C 2.9639 0.2633 -0.2920
C 1.6116 0.0701 -1.0092
H 3.5690 -0.6480 -0.5470
H 3.4792 1.1063 -0.8289
H 1.1492 -0.8518 -0.5753
H 1.8396 -0.1781 -2.0769
Rb 1.0530 2.3777 1.6925

relative energy (zero: lowest compared OMol25 entry of this formula, charge and spin) = 60.26 kcal per mole
net charge = -1
HOMO = -2.21 eV
Kohn-Sham gap = 4.2 eV
E = -16206.172 eV
lowest unoccupied orbital energy = 1.943 eV

***

12.
C5H8OS | ωB97M-V with the def2-TZVPD basis set

CARTESIAN COORDINATES (ANGSTROEM)
C -1.3997 1.1948 -0.3951
C -1.0782 -0.2919 -0.5830
C -0.4526 -0.9452 0.6134
C 0.8388 -0.9600 0.8668
C 1.8509 -0.6862 -0.2514
O 1.8410 -1.3369 -1.2676
S 2.7898 0.7876 -0.0535
H -2.1872 1.3490 0.3091
H -1.7411 1.7125 -1.3104
H -0.5589 1.7192 0.0003
H -0.3155 -0.4432 -1.3696
H -1.8825 -0.9894 -0.9568
H -1.1052 -1.1797 1.5065
H 1.3158 -1.0909 1.8331
H 2.0846 1.1604 1.0582

relative energy (zero: lowest compared OMol25 entry of this formula, charge and spin) = 22.92 kcal per mole
net charge = 0
HOMO = -9.86 eV
Kohn-Sham gap = 10.5 eV
E = -18196.309 eV
structure (SMILES) = CC/C=C\C(=O)S
lowest unoccupied orbital energy = 0.651 eV

***

- Look up the net charge of the eleventh one.
  -1

***

- Which value of E does entry 7 give?
  -33124.261 eV